# C36H31Br2F4N4OPPb

A structure of composition C36H31Br2F4N4OPPb (ωB97M-V with the def2-TZVPD basis set, OMol25).

Results
HOMO in eV: -18.443
HOMO-LUMO gap in eV: 4.322
Charge: +4
Lowest unoccupied orbital energy in Eh: -0.51895

Geometry as XYZ:
```
80
C36H31Br2F4N4OPPb | OMol25 | ωB97M-V with the def2-TZVPD basis set
Pb 0.2609 0.0447 1.4742
F 4.7356 -5.6719 -0.0629
C 4.2849 -4.4475 -0.0190
C 5.1443 -3.3735 -0.1902
F 6.4218 -3.5749 -0.3993
C 4.6418 -2.0822 -0.1407
F 5.4948 -1.0808 -0.3240
C 3.2954 -1.8112 0.0879
P 2.7885 -0.0621 0.1668
C 3.8009 0.6310 1.4955
C 4.9644 1.3792 1.3144
C 5.6792 1.8155 2.4234
C 5.2439 1.5190 3.7083
C 4.0986 0.7552 3.8976
C 3.3811 0.3181 2.7958
C 3.1788 0.5961 -1.4685
C 3.6579 1.8914 -1.6706
C 4.0362 2.2982 -2.9427
C 3.9178 1.4293 -4.0177
C 3.3971 0.1555 -3.8281
C 3.0171 -0.2594 -2.5612
C 2.4617 -2.9172 0.2422
Br 0.5770 -2.7546 0.4707
C 2.9307 -4.2126 0.1894
F 2.1074 -5.2354 0.3253
H 5.3536 1.5709 0.3251
H 6.6020 2.3621 2.2772
H 5.8080 1.8647 4.5644
H 3.7823 0.4874 4.8972
H 2.5224 -0.3313 2.9653
H 3.7641 2.5780 -0.8419
H 4.4463 3.2888 -3.0928
H 4.2298 1.7445 -5.0046
H 3.3063 -0.5235 -4.6660
H 2.6205 -1.2593 -2.4245
Br 2.7455 7.5650 0.0058
C 1.7856 6.0402 0.0816
C 0.3990 6.0732 -0.2985
C -0.3445 4.9598 -0.1740
C 0.2514 3.7185 0.3218
C 1.6865 3.7025 0.5962
C 2.4139 4.8341 0.5187
N -0.4259 2.6531 0.5949
C -1.8399 2.6744 0.7037
C -2.7680 0.7954 0.3414
C -4.2873 0.8107 0.3020
C -4.8479 -0.3311 -0.4862
C -4.0555 -1.3456 -0.8218
C -2.6272 -1.3476 -0.4820
N -2.0078 -0.3734 0.0825
H -0.0328 6.9957 -0.6651
H -1.3861 4.9833 -0.4672
H 2.1457 2.7893 0.9627
H 3.4606 4.8490 0.7948
H -2.2162 3.6053 1.1191
H -4.7833 0.8764 1.2721
H -5.9185 -0.3886 -0.6458
H -4.4593 -2.2289 -1.3000
H -2.0511 -2.2409 -0.7089
C -0.9939 1.6334 -2.2923
N -2.2828 2.1908 -1.8766
C -3.1610 2.7004 -2.9435
C -4.4935 1.9855 -2.8712
C -5.1562 2.3893 -1.5768
N -4.2534 2.2133 -0.3518
C -4.6688 3.2664 0.6365
C -2.7102 2.0640 -0.5860
O -2.2527 1.5318 1.4483
H -1.1378 0.7590 -2.9318
H -0.4046 1.3236 -1.4312
H -0.4311 2.3749 -2.8598
H -2.6627 2.5233 -3.8933
H -3.3016 3.7814 -2.8441
H -4.3436 0.9067 -2.9414
H -5.1453 2.2833 -3.6934
H -6.0642 1.8281 -1.3655
H -5.4183 3.4451 -1.6160
H -5.7504 3.2090 0.7438
H -4.4019 4.2464 0.2471
H -4.2132 3.0879 1.6055
```

Let us look at the Mulliken charges, expressed in e, one per atom:
1 Pb 1.36
2 F -0.22
3 C 0.68
4 C 0.24
5 F -0.23
6 C 0.45
7 F -0.35
8 C -0.30
9 P -0.13
10 C 1.30
11 C -0.25
12 C -0.95
13 C -0.59
14 C -0.99
15 C -0.67
16 C 1.15
17 C -0.15
18 C -0.90
19 C -0.70
20 C -0.85
21 C -0.69
22 C 0.16
23 Br -0.11
24 C 0.36
25 F -0.29
26 H 0.66
27 H 0.52
28 H 0.48
29 H 0.48
30 H 0.27
31 H 0.20
32 H 0.49
33 H 0.47
34 H 0.51
35 H 0.50
36 Br 0.17
37 C 0.14
38 C -0.95
39 C -0.24
40 C 0.16
41 C 0.37
42 C -0.56
43 N 0.10
44 C -1.84
45 C 0.20
46 C 0.39
47 C -1.21
48 C -0.71
49 C -0.25
50 N 0.13
51 H 0.51
52 H 0.41
53 H 0.34
54 H 0.59
55 H 1.13
56 H 0.44
57 H 0.53
58 H 0.51
59 H 0.41
60 C -0.99
61 N 0.51
62 C -0.74
63 C -0.49
64 C -0.83
65 N 0.52
66 C -1.08
67 C 0.30
68 O -0.65
69 H 0.37
70 H 0.15
71 H 0.46
72 H 0.57
73 H 0.24
74 H 0.24
75 H 0.48
76 H 0.41
77 H 0.60
78 H 0.47
79 H 0.39
80 H 0.44


# C36H31IrN6O7S

A structure of composition C36H31IrN6O7S (ωB97M-V with the def2-TZVPD basis set, OMol25).

Results
HOMO (alpha / beta) in eV: -10.298 / -10.217
HOMO-LUMO gap (alpha / beta) in eV: 6.889 / 5.215
Spin multiplicity: 2
Charge: +1
Lowest unoccupied orbital energy (alpha / beta) in Eh: -0.12531 / -0.18380

Geometry as XYZ:
```
82
C36H31IrN6O7S | OMol25 | ωB97M-V with the def2-TZVPD basis set
Ir 0.2914 -0.2585 0.1032
C 1.0903 -0.1070 -3.0192
O 0.0659 -0.0874 -2.0106
C -1.2656 -0.2529 -2.3741
C -1.6746 -0.3035 -3.6922
C -3.0294 -0.4348 -3.9684
C -3.9551 -0.5039 -2.9378
C -3.5362 -0.4575 -1.6200
C -2.1864 -0.3423 -1.3295
N -1.6811 -0.2854 0.0055
N -2.5256 -0.2674 0.9326
C -2.1885 -0.2575 2.2388
C -0.8749 -0.4763 2.7255
O 0.1527 -0.7572 1.9799
C -0.6417 -0.4699 4.1297
C -1.6605 -0.2516 4.9931
C -3.0065 -0.0644 4.5515
C -4.0531 0.1154 5.4729
C -5.3470 0.2472 5.0378
C -5.6249 0.2049 3.6647
C -4.6158 0.0445 2.7466
C -3.2848 -0.0901 3.1727
H 0.9442 0.7299 -3.7001
H 1.0618 -1.0600 -3.5466
H 2.0288 0.0101 -2.4895
H -0.9601 -0.2371 -4.4990
H -3.3551 -0.4840 -4.9979
H -5.0090 -0.5945 -3.1590
H -4.2432 -0.4990 -0.8057
H 0.3738 -0.6295 4.4632
H -1.4628 -0.2196 6.0577
H -3.8221 0.1452 6.5304
H -6.1506 0.3766 5.7495
H -6.6466 0.3015 3.3224
H -4.8385 0.0199 1.6904
N 1.4585 4.6712 -5.5790
C 0.9920 4.2898 -4.3529
C -0.0542 3.3630 -4.2424
C -0.4994 2.9592 -3.0015
C 0.0925 3.4619 -1.8461
C 1.1119 4.4084 -1.9413
C 1.5602 4.8094 -3.1799
S -0.5378 2.9359 -0.3019
O -1.7607 2.2402 -0.5750
O -0.5221 4.0012 0.6458
N 0.5011 1.7157 0.3039
C 1.6005 2.1755 1.0957
N 2.0288 1.3646 2.0618
C 3.0207 1.8071 2.8249
C 3.6038 3.0459 2.6339
C 3.1164 3.7834 1.5706
N 2.1279 3.3566 0.7993
H 0.9224 4.4514 -6.3987
H 2.0653 5.4682 -5.6460
H -0.5313 2.9876 -5.1399
H -1.3343 2.2781 -2.9137
H 1.5305 4.8223 -1.0398
H 2.3470 5.5494 -3.2563
H 3.3518 1.1405 3.6132
H 4.3958 3.4151 3.2674
H 3.5384 4.7499 1.3181
C 0.1654 -7.1190 0.1218
O 1.5042 -6.6998 0.3671
C 1.7807 -5.3941 0.3171
C 3.1287 -5.0571 0.5957
C 3.5071 -3.7560 0.5462
C 2.5933 -2.7052 0.2506
C 3.0854 -1.3803 0.0808
C 4.5606 -1.0967 0.0682
O 2.3568 -0.3707 -0.1173
C 1.2300 -3.0574 0.0175
O 0.2637 -2.2130 -0.2344
C 0.8570 -4.4129 0.0260
H 0.1682 -8.1981 0.2339
H -0.1436 -6.8546 -0.8909
H -0.5176 -6.6749 0.8477
H 3.8237 -5.8485 0.8356
H 4.5394 -3.5107 0.7513
H 5.0773 -1.7177 -0.6623
H 4.9879 -1.3079 1.0494
H 4.7157 -0.0463 -0.1631
H -0.1789 -4.6343 -0.1801
```

Let us look at the Mulliken charges, expressed in e, one per atom:
1 Ir 1.79
2 C -1.07
3 O 0.40
4 C 0.25
5 C -0.50
6 C -0.80
7 C -0.90
8 C -0.46
9 C 0.35
10 N 1.12
11 N -0.90
12 C 0.29
13 C 0.59
14 O -0.41
15 C -1.06
16 C -0.80
17 C 0.68
18 C -0.92
19 C -0.60
20 C -0.77
21 C -0.33
22 C 0.89
23 H 0.35
24 H 0.37
25 H 0.19
26 H 0.52
27 H 0.45
28 H 0.44
29 H 0.47
30 H 0.53
31 H 0.38
32 H 0.41
33 H 0.40
34 H 0.42
35 H 0.36
36 N -0.49
37 C 1.06
38 C -0.75
39 C -0.46
40 C -0.42
41 C -0.50
42 C -0.81
43 S 1.24
44 O -0.62
45 O -0.67
46 N -0.04
47 C 0.54
48 N -0.12
49 C -0.22
50 C -0.92
51 C -0.23
52 N -0.34
53 H 0.21
54 H 0.21
55 H 0.37
56 H 0.66
57 H 0.54
58 H 0.32
59 H 0.49
60 H 0.43
61 H 0.45
62 C -0.80
63 O -0.44
64 C 0.88
65 C -1.05
66 C -1.42
67 C 0.28
68 C 1.53
69 C -2.12
70 O -1.06
71 C 0.28
72 O -0.35
73 C -0.48
74 H 0.24
75 H 0.33
76 H 0.34
77 H 0.48
78 H 0.45
79 H 0.48
80 H 0.47
81 H 0.32
82 H 0.54


# C36H31N4O4PSSm

A structure of composition C36H31N4O4PSSm at a distorted geometry (ωB97M-V with the def2-TZVPD basis set, OMol25).

Results
HOMO (alpha / beta) in eV: -3.403 / -3.419
HOMO-LUMO gap (alpha / beta) in eV: 5.710 / 5.727
Spin multiplicity: 6
Charge: -1
Lowest unoccupied orbital energy (alpha / beta) in Eh: 0.08478 / 0.08483

Geometry as XYZ:
```
78
C36H31N4O4PSSm | OMol25 | ωB97M-V with the def2-TZVPD basis set
Sm -0.3987 0.8247 0.6685
N 2.4592 2.7832 2.3888
C 2.0771 1.6715 1.6631
S 1.6021 0.2530 2.5611
N 2.0725 1.8381 0.3538
N 1.6009 0.7111 -0.3456
C 1.8946 0.5101 -1.6063
C 3.0266 1.2095 -2.2880
C 2.8801 1.7716 -3.5479
C 3.9437 2.4365 -4.1505
C 5.1629 2.5367 -3.4965
C 5.3138 1.9791 -2.2305
C 4.2489 1.3283 -1.6276
C 1.0277 -0.3307 -2.3538
C 1.5087 -1.0321 -3.4770
C 0.9164 -1.8390 -4.4088
C -0.4987 -2.1341 -4.4860
C -1.4766 -1.8693 -3.6111
N -0.3498 -0.3099 -1.8644
H 2.0381 2.8109 3.3029
H 2.3709 3.6450 1.8692
H 1.9252 1.6919 -4.0514
H 3.8135 2.8789 -5.1302
H 5.9924 3.0543 -3.9641
H 6.2579 2.0564 -1.7055
H 4.3575 0.9044 -0.6374
H 2.5791 -0.9009 -3.6081
H 1.5492 -2.2379 -5.1908
H -0.8164 -2.6374 -5.3976
H -2.4823 -2.1896 -3.8748
C -5.0204 -0.1208 -1.9541
C -5.6173 -0.6877 -0.6881
C -6.9847 -0.9587 -0.6415
C -7.5804 -1.4940 0.4896
C -6.8099 -1.7698 1.6117
C -5.4493 -1.5049 1.5811
C -4.8437 -0.9698 0.4457
P -3.0421 -0.6544 0.3667
C -2.6307 -0.4296 2.1394
C -1.6670 -1.2089 2.7722
C -1.3143 -0.9863 4.0983
C -1.9402 0.0225 4.8029
C -2.8722 0.8306 4.1651
C -3.2129 0.6466 2.8349
C -4.1370 1.6452 2.1849
C -2.3243 -2.2973 -0.0412
C -2.5129 -3.4188 0.7734
C -1.8244 -4.5953 0.5442
C -0.9247 -4.6648 -0.5174
C -0.7783 -3.5888 -1.3736
C -1.4875 -2.4049 -1.1610
C -1.3873 -1.2986 -2.2203
H -5.8062 0.2764 -2.5968
H -4.4919 -0.8899 -2.5257
H -4.3028 0.6784 -1.7580
H -7.5869 -0.7358 -1.5156
H -8.6459 -1.6901 0.4959
H -7.2619 -2.1827 2.5050
H -4.8500 -1.7015 2.4630
H -1.1819 -2.0094 2.2304
H -0.5377 -1.5856 4.5552
H -1.6719 0.2195 5.8334
H -3.3073 1.6698 4.6962
H -4.0285 2.6105 2.6785
H -5.1837 1.3381 2.2456
H -3.9116 1.8005 1.1273
H -3.1909 -3.3545 1.6178
H -1.9764 -5.4486 1.1938
H -0.3564 -5.5708 -0.6914
H -0.1289 -3.6504 -2.2397
H -2.3023 -0.7165 -2.1096
H -0.7326 0.5897 -2.1342
O -1.2676 4.4575 -0.8356
C -1.2792 3.4791 -0.1445
O -1.4855 2.2229 -0.5340
C -1.0348 3.5863 1.4294
O -0.9729 4.6688 1.9501
O -0.9253 2.4087 2.0120
```

Let us look at the Mulliken charges, expressed in e, one per atom:
1 Sm 0.58
2 N -0.49
3 C 0.30
4 S -0.46
5 N -0.87
6 N 0.62
7 C 0.52
8 C 0.22
9 C 0.07
10 C -0.79
11 C -0.37
12 C -0.74
13 C -0.29
14 C -0.49
15 C -0.56
16 C -1.11
17 C -0.35
18 C -1.18
19 N 0.34
20 H 0.27
21 H 0.28
22 H 0.49
23 H 0.38
24 H 0.37
25 H 0.38
26 H 0.40
27 H 0.45
28 H 0.33
29 H 0.29
30 H 0.24
31 C -1.48
32 C 0.83
33 C -0.87
34 C -0.71
35 C -0.86
36 C -0.73
37 C 0.84
38 P 2.24
39 C 0.09
40 C -0.79
41 C -0.71
42 C -0.80
43 C -0.53
44 C 0.83
45 C -2.26
46 C 0.47
47 C 0.15
48 C -0.82
49 C -0.95
50 C -0.23
51 C 0.07
52 C 0.01
53 H 0.50
54 H 0.25
55 H 0.24
56 H 0.41
57 H 0.39
58 H 0.43
59 H 0.34
60 H 0.51
61 H 0.45
62 H 0.36
63 H 0.44
64 H 0.58
65 H 0.38
66 H 0.27
67 H 0.42
68 H 0.44
69 H 0.39
70 H 0.36
71 H -0.10
72 H 0.44
73 O -0.65
74 C 0.61
75 O -0.60
76 C 0.57
77 O -0.69
78 O -0.36


# C36H32AsCrN2PS2

A structure of composition C36H32AsCrN2PS2 at a distorted geometry (ωB97M-V with the def2-TZVPD basis set, OMol25).

Results
HOMO (alpha / beta) in eV: -6.796 / -7.418
HOMO-LUMO gap (alpha / beta) in eV: 7.305 / 7.532
Spin multiplicity: 5
Charge: 0
Lowest unoccupied orbital energy (alpha / beta) in Eh: 0.01870 / 0.00418

Geometry as XYZ:
```
75
C36H32AsCrN2PS2 | OMol25 | ωB97M-V with the def2-TZVPD basis set
Cr 0.8954 -0.6612 -0.1534
S 0.5798 1.0589 -1.7974
C -0.6569 0.5803 -2.9412
C -0.8585 1.3384 -4.0963
C -1.8251 0.9738 -5.0100
C -2.6148 -0.1472 -4.7920
C -2.4210 -0.9079 -3.6517
C -1.4509 -0.5564 -2.7199
As -1.0164 -1.6435 -1.1659
C -2.7344 -1.8633 -0.2887
C -2.7862 -2.8069 0.7367
C -3.9065 -2.9015 1.5395
C -4.9852 -2.0565 1.3228
C -4.9389 -1.1119 0.3111
C -3.8107 -1.0053 -0.4842
C -0.8192 -3.3712 -2.0480
C -1.8429 -4.3010 -2.1949
C -1.5881 -5.5222 -2.7955
C -0.3186 -5.8148 -3.2627
C 0.7053 -4.8899 -3.1319
C 0.4533 -3.6747 -2.5213
H -0.2326 2.2004 -4.2661
H -1.9721 1.5599 -5.9045
H -3.3718 -0.4275 -5.5072
H -3.0222 -1.7945 -3.4644
H -1.9280 -3.4564 0.8989
H -3.9308 -3.6204 2.3467
H -5.8638 -2.1293 1.9473
H -5.7811 -0.4539 0.1563
H -3.7551 -0.2502 -1.2622
H -2.8340 -4.0642 -1.8198
H -2.3793 -6.2525 -2.8884
H -0.1261 -6.7699 -3.7272
H 1.6965 -5.1284 -3.4898
H 1.2537 -2.9429 -2.3858
C 3.7008 1.4630 -0.8856
C 3.8539 0.3697 0.1158
C 5.0176 0.1760 0.8443
C 5.1018 -0.9378 1.6690
N 4.0918 -1.7885 1.8033
C 3.0019 -1.5314 1.1212
S 1.6126 -2.5212 1.2220
N 2.8198 -0.4841 0.2580
H 3.7280 1.0349 -1.8904
H 4.4964 2.1956 -0.7980
H 2.7323 1.9500 -0.7732
H 5.8409 0.8614 0.7475
H 5.9936 -1.1707 2.2276
C -1.0308 -0.5958 3.1015
P -0.0996 0.3902 1.8533
C 1.3344 0.9826 2.7936
C 1.9447 2.1662 2.3778
C 3.0978 2.6099 2.9930
C 3.6756 1.8553 4.0035
C 3.0946 0.6614 4.3962
C 1.9300 0.2202 3.7948
C -1.1953 1.8458 1.7950
C -1.2581 2.8020 2.8028
C -2.1714 3.8361 2.7097
C -3.0338 3.9159 1.6277
C -2.9787 2.9599 0.6252
C -2.0525 1.9363 0.7063
H -1.0579 -0.0638 4.0548
H -0.5725 -1.5773 3.2236
H -2.0454 -0.7253 2.7203
H 1.5031 2.7271 1.5623
H 3.5517 3.5374 2.6737
H 4.5851 2.1861 4.4806
H 3.5620 0.0631 5.1630
H 1.4930 -0.7222 4.0849
H -0.5766 2.7439 3.6386
H -2.2225 4.5782 3.4926
H -3.7392 4.7311 1.5608
H -3.6549 3.0015 -0.2174
H -1.9567 1.2046 -0.0939
```

Let us look at the Mulliken charges, expressed in e, one per atom:
1 Cr -0.13
2 S -0.58
3 C 0.57
4 C -0.74
5 C -0.54
6 C -0.90
7 C 0.16
8 C -0.91
9 As 1.33
10 C 0.11
11 C -0.23
12 C -0.80
13 C -0.46
14 C -0.72
15 C -0.32
16 C 0.38
17 C -0.04
18 C -0.79
19 C -0.41
20 C -0.82
21 C -0.50
22 H 0.49
23 H 0.38
24 H 0.40
25 H 0.43
26 H 0.44
27 H 0.41
28 H 0.39
29 H 0.44
30 H 0.42
31 H 0.36
32 H 0.40
33 H 0.38
34 H 0.40
35 H 0.29
36 C -1.24
37 C 0.77
38 C -0.74
39 C -0.34
40 N -0.54
41 C 0.33
42 S -0.60
43 N 0.54
44 H 0.31
45 H 0.42
46 H 0.15
47 H 0.44
48 H 0.44
49 C -1.63
50 P 2.64
51 C -0.05
52 C -0.55
53 C -0.88
54 C -0.49
55 C -0.66
56 C -0.39
57 C -0.20
58 C -0.36
59 C -0.75
60 C -0.55
61 C -0.79
62 C 0.41
63 H 0.51
64 H 0.48
65 H 0.38
66 H 0.59
67 H 0.41
68 H 0.40
69 H 0.43
70 H 0.29
71 H 0.45
72 H 0.42
73 H 0.39
74 H 0.48
75 H -0.17